{
  "formula": "C4H10N2OS",
  "method": "ωB97M-V/def2-TZVPD",
  "species": ["H", "N", "C", "N", "S", "C", "C", "C", "O", "H", "H", "H", "H", "H", "H", "H", "H", "H"],
  "coordinates": [[-0.652, -2.619, 1.489], [-0.674, -2.388, 0.533], [-0.130, -1.194, 0.337], [0.022, -0.671, -0.974], [-0.840, 0.600, -1.825], [0.198, -0.241, 1.439], [-0.820, 0.923, 1.473], [1.524, 0.375, 1.068], [1.456, 1.210, -0.201], [-0.256, -1.470, -1.456], [0.209, 1.578, -1.584], [0.382, -0.842, 2.397], [-0.494, 1.575, 2.165], [-1.824, 0.678, 1.964], [-0.751, 1.339, 0.289], [2.227, -0.391, 0.938], [1.964, 0.957, 1.910], [0.910, 2.154, -0.124]],
  "forces_ev_per_a": [[0.156, -0.267, 1.548], [1.686, 3.040, -2.850], [-2.974, -1.180, 1.156], [-0.504, -0.714, 0.406], [1.787, 0.944, 0.832], [0.346, -0.100, 0.475], [-1.592, -2.194, -3.190], [-0.052, 2.923, -0.034], [-0.578, 2.599, 2.080], [-0.204, -1.719, -1.862], [-1.770, -1.665, -1.048], [-0.583, 1.008, -1.046], [1.695, 2.912, 2.021], [0.910, -0.130, -1.711], [-1.317, -0.863, 4.015], [1.117, -0.961, -1.096], [-0.593, 0.121, -0.569], [2.471, -3.753, 0.873]],
  "mulliken_charge": [0.251, -0.824, 0.234, -0.235, -0.165, 0.363, -0.996, -0.956, -0.630, 0.442, 0.210, 0.452, 0.424, 0.288, -0.058, 0.405, 0.352, 0.443],
  "total_energy_ev": -20169.4000,
  "largest_force_ev_per_a": 4.6,
  "e_above_lowest_ev": 4.523,
  "smiles": "[H]/N=C(/NS)[C@H](C)CO"
}

=====

{
  "formula": "C4H12",
  "method": "ωB97M-V/def2-TZVPD",
  "species": ["C", "C", "H", "H", "H", "H", "H", "H", "C", "C", "H", "H", "H", "H", "H", "H"],
  "coordinates": [[0.119, 2.022, 0.805], [-1.234, 2.034, 0.066], [0.264, 0.911, 0.894], [0.907, 2.621, 0.290], [-0.026, 2.217, 1.777], [-2.150, 1.521, 0.612], [-0.990, 1.302, -0.750], [-1.556, 3.110, 0.005], [0.841, -1.741, 0.231], [0.302, -2.308, -1.121], [1.964, -1.950, 0.399], [0.770, -0.709, 0.022], [0.378, -1.949, 1.179], [-0.042, -1.490, -1.758], [-0.611, -2.703, -0.919], [0.922, -2.925, -1.636]],
  "forces_ev_per_a": [[-0.655, -2.679, -2.449], [-1.037, -0.618, 1.087], [1.126, 1.102, -0.429], [-0.575, -0.787, 0.531], [-0.095, 1.765, 3.629], [2.147, 0.845, -0.531], [-1.093, 1.733, -0.438], [0.145, -1.187, -1.321], [2.619, -0.454, -1.201], [-0.335, 3.064, 1.972], [-1.651, 0.226, -0.418], [0.239, 1.324, 0.624], [-0.702, -0.481, -0.016], [0.736, 0.222, -0.185], [-2.588, -2.168, 0.488], [1.720, -1.907, -1.343]],
  "mulliken_charge": [-0.554, -0.685, -0.043, 0.255, 0.364, 0.219, 0.177, 0.294, -0.441, -1.053, 0.248, -0.100, 0.353, 0.294, 0.314, 0.358],
  "total_energy_ev": -4340.7191,
  "largest_force_ev_per_a": 4.0,
  "e_above_lowest_ev": 1.809,
  "smiles": "CC.CC"
}

=====

{
  "formula": "C14H22Cl2N2O2S",
  "method": "ωB97M-V/def2-TZVPD",
  "species": ["C", "C", "C", "N", "C", "C", "N", "C", "C", "C", "S", "O", "O", "C", "C", "C", "C", "Cl", "C", "C", "Cl", "H", "H", "H", "H", "H", "H", "H", "H", "H", "H", "H", "H", "H", "H", "H", "H", "H", "H", "H", "H", "H", "H"],
  "coordinates": [[-4.112, -1.586, -1.012], [-3.471, -2.001, 0.106], [-4.561, -2.185, 1.310], [-2.900, -0.687, 0.762], [-1.625, -0.270, -0.094], [-0.982, 0.920, 0.625], [0.468, 1.081, 0.273], [0.740, 1.841, -1.274], [-0.172, 2.745, -1.518], [0.951, 0.511, -1.988], [1.487, 1.733, 1.459], [1.866, 2.995, 1.210], [1.107, 0.910, 2.607], [2.971, 0.608, 0.975], [4.113, 1.117, 0.409], [5.145, 0.347, 0.273], [5.153, -1.170, 0.221], [6.345, -1.868, -0.157], [3.914, -1.694, 0.656], [2.971, -0.756, 0.896], [1.391, -1.564, 1.584], [-3.270, -1.421, -1.876], [-4.656, -0.628, -1.059], [-4.699, -2.486, -1.405], [-2.861, -2.690, 0.181], [-5.190, -2.990, 1.061], [-5.176, -1.498, 1.589], [-4.213, -2.369, 2.491], [-2.752, -0.799, 1.874], [-1.820, -0.023, -1.176], [-0.909, -1.127, 0.277], [-0.882, 0.618, 1.793], [-1.512, 1.990, 0.641], [1.690, 2.034, -0.921], [0.116, 2.981, -2.434], [-0.312, 3.670, -0.794], [-1.312, 2.247, -1.581], [1.354, 1.068, -3.023], [1.556, -0.240, -1.800], [-0.004, 0.127, -2.277], [4.094, 2.261, 0.720], [6.125, 0.967, -0.110], [3.836, -2.720, 0.503]],
  "forces_ev_per_a": [[-0.704, -0.265, -8.810], [-5.206, 9.333, 10.209], [4.635, -5.254, 1.000], [1.530, -0.081, -0.708], [0.127, -0.994, 3.988], [0.924, 1.447, 3.419], [-0.948, 2.329, -0.851], [4.968, -10.395, 7.918], [-9.440, 4.239, 2.203], [-3.117, 6.911, -6.337], [-1.663, -14.367, -0.583], [1.980, 8.037, -0.177], [-0.020, 3.574, 0.687], [-1.703, -0.005, -1.260], [-2.982, 5.447, 3.833], [6.985, -2.147, -3.445], [-12.721, 11.042, 4.759], [12.162, -7.636, -3.918], [3.149, 1.611, -1.989], [-5.278, -1.170, 3.061], [1.553, -0.157, -0.934], [-1.921, -0.472, 1.598], [-0.035, -0.737, 0.781], [0.227, 1.443, 0.085], [5.913, -6.874, -0.186], [-0.771, -1.542, -0.145], [-3.557, 5.419, 0.199], [0.216, -0.250, -3.200], [0.419, 0.194, -3.708], [-0.042, -0.974, 1.300], [-0.770, 1.448, -2.288], [-0.663, 0.684, -2.658], [0.597, -2.435, -0.395], [2.176, 1.988, -0.426], [0.242, 2.433, -4.668], [0.793, -1.945, -1.540], [2.918, 1.292, -0.071], [-0.715, -2.080, 1.639], [3.340, -2.899, 2.062], [-0.622, -0.456, -0.241], [1.023, -1.949, -1.788], [-2.033, -2.170, 1.108], [-0.964, -1.620, 0.474]],
  "mulliken_charge": [-1.055, -0.011, -1.639, -0.440, -0.059, -1.038, 0.170, 0.390, -1.371, -1.275, 1.268, -0.611, -0.655, 0.007, -0.359, -0.449, 0.820, -0.310, -0.903, 0.504, -0.242, 0.189, 0.336, 0.366, 0.746, 0.442, 0.605, 0.276, 0.293, 0.052, 0.014, 0.423, 0.146, 0.553, 0.553, 0.216, 0.235, 0.266, 0.357, 0.395, 0.222, 0.125, 0.448],
  "total_energy_ev": -57816.1099,
  "largest_force_ev_per_a": 17.5,
  "e_above_lowest_ev": 0.000,
  "smiles": "CC(C)NCCN(C(C)C)S(=O)(=O)c1ccc(Cl)cc1Cl"
}

=====

{
  "formula": "C4H12N2O",
  "method": "ωB97M-V/def2-TZVPD",
  "species": ["N", "C", "C", "C", "C", "N", "H", "H", "H", "H", "H", "H", "H", "H", "H", "H", "O", "H", "H"],
  "coordinates": [[-0.662, 2.588, 1.122], [0.051, 1.410, 0.740], [-0.280, 0.312, 1.419], [0.027, -1.062, 0.862], [-0.033, -1.655, -0.589], [0.862, -2.791, -0.667], [-0.850, 3.244, 0.350], [-1.418, 2.572, 1.856], [0.575, 1.656, -0.178], [-0.792, 0.328, 2.387], [-0.487, -1.809, 1.489], [1.040, -1.223, 1.272], [0.483, -0.897, -1.232], [-1.022, -1.756, -1.015], [1.825, -2.634, -0.818], [0.572, -3.705, -0.410], [0.089, 1.940, -1.914], [0.629, 2.200, -2.657], [-0.609, 1.284, -2.018]],
  "forces_ev_per_a": [[-0.161, 1.479, 0.372], [-3.008, 1.822, 1.608], [0.312, -1.296, -1.819], [0.772, -1.451, 2.187], [2.662, 2.372, 0.330], [-1.546, -0.081, -0.679], [0.230, -0.629, 0.923], [1.390, -0.355, -1.533], [0.198, -1.168, 0.489], [-0.168, 0.346, -0.597], [-0.309, 0.244, -0.107], [0.175, -0.424, -0.892], [-0.627, -0.324, 0.210], [-0.299, -0.558, 0.199], [0.547, 0.100, 0.032], [-0.087, -0.336, 0.263], [-0.020, 0.724, 0.603], [-0.528, -0.592, -0.720], [0.468, 0.126, -0.870]],
  "mulliken_charge": [-0.531, -0.119, -0.560, -0.629, -0.286, -0.454, 0.229, 0.205, 0.539, 0.276, 0.337, 0.263, 0.177, 0.300, 0.153, 0.156, -0.638, 0.285, 0.298],
  "total_energy_ev": -9367.9424,
  "largest_force_ev_per_a": 3.9,
  "e_above_lowest_ev": 3.251,
  "smiles": "N/C=C/CCN.O"
}

=====

Summary of LUMO level in eV
0.4, 1.1, 0.3, 0.7
(order as listed above)